1.
The following is a quantum chemistry calculation of a cluster of 2 separate species, C6H4ClF2N in total at a distorted geometry, from OMol25.

Geometry as XYZ:
```
14
Properties=species:S:1:pos:R:3:lowdin_charge:R:1
C 2.04 -0.07 0.72 -0.03
C 2.08 0.45 -0.61 -0.03
C 0.75 -0.35 1.02 -0.02
C 0.81 0.45 -1.09 -0.03
C -1.31 -0.13 -0.17 0.07
C -2.53 0.29 -0.06 -0.66
N -0.02 -0.02 -0.09 -0.05
F -1.88 -2.75 0.07 -0.57
F -3.64 -0.37 -0.30 0.09
Cl -2.85 1.96 0.42 0.73
H 2.89 -0.20 1.36 0.11
H 2.95 0.77 -1.14 0.11
H 0.30 -0.78 1.89 0.14
H 0.42 0.76 -2.04 0.13
```

Summary:
- DFT total energy (a.u.) = -945.5050
- HOMO energy (alpha / beta) (hartree) = -0.335 / -0.335
- 2S+1 = 1

2.
The following is a quantum chemistry calculation of a structure of composition C7H7Br2P at a distorted geometry, from OMol25.

Geometry as XYZ:
```
17
Properties=species:S:1:pos:R:3:lowdin_charge:R:1
C -2.03 -0.05 -1.17 -0.08
C -1.38 1.18 -0.99 -0.10
C -1.68 -1.37 -0.83 -0.02
C -0.46 1.18 -0.02 -0.15
C -0.61 -1.26 0.08 -0.14
C -0.03 -0.07 0.50 -0.44
C 2.99 -0.05 0.76 -1.31
P 1.48 0.14 1.50 0.66
Br 2.88 -1.23 -0.65 0.61
Br 2.97 1.95 0.13 0.44
H -2.85 0.03 -1.92 0.11
H -1.48 2.05 -1.68 0.13
H -1.98 -2.24 -1.25 0.08
H 0.25 2.00 0.38 0.07
H -0.16 -2.19 0.51 0.11
H 1.31 0.93 2.54 0.00
H 0.77 -0.99 2.11 0.04
```

Summary:
- DFT total energy (a.u.) = -5760.1340
- HOMO energy (hartree) = -0.294
- 2S+1 = 1

3.
The following is a quantum chemistry calculation of an isolated molecule of C13H21NO3, from OMol25.

Geometry as XYZ:
```
38
Properties=species:S:1:pos:R:3:lowdin_charge:R:1
C -1.15 -2.64 1.36 -0.09
O -0.51 -2.06 0.25 -0.08
C -1.28 -1.59 -0.77 -0.20
C -2.66 -1.56 -0.78 -0.02
C -3.34 -1.01 -1.85 -0.10
C -2.65 -0.50 -2.93 -0.09
C -1.26 -0.54 -2.94 -0.02
C -0.56 -1.09 -1.88 -0.21
O 0.80 -1.21 -1.82 -0.04
C 1.60 -0.21 -2.42 -0.19
C 1.38 1.16 -1.77 -0.17
C 1.57 1.08 -0.26 -0.18
C 1.12 2.36 0.44 -0.24
N 1.25 2.37 1.89 -0.08
C 0.39 1.47 2.63 -0.21
C 1.06 0.15 3.04 -0.27
O 2.26 0.37 3.74 -0.07
H -1.77 -1.91 1.89 0.09
H -1.76 -3.50 1.07 0.10
H -0.35 -2.98 2.02 0.09
H -3.22 -1.94 0.06 0.10
H -4.42 -0.99 -1.84 0.10
H -3.18 -0.08 -3.77 0.10
H -0.73 -0.15 -3.79 0.11
H 1.43 -0.16 -3.50 0.12
H 2.62 -0.56 -2.24 0.13
H 0.36 1.49 -1.99 0.11
H 2.07 1.87 -2.22 0.12
H 0.98 0.24 0.11 0.09
H 2.62 0.88 -0.03 0.13
H 1.71 3.21 0.07 0.12
H 0.07 2.56 0.21 0.12
H 2.22 2.20 2.15 0.10
H 0.08 1.99 3.55 0.11
H -0.51 1.25 2.05 0.12
H 0.36 -0.45 3.64 0.11
H 1.35 -0.44 2.16 0.11
H 2.07 0.94 4.50 0.09
```

Summary:
- SMILES string = COc1ccccc1OCCCCNCCO
- DFT total energy (a.u.) = -788.3885
- HOMO energy (hartree) = -0.302
- 2S+1 = 1

4.
The following is a quantum chemistry calculation of an isolated molecule of C6H7ClIN at a distorted geometry, from OMol25.

Geometry as XYZ:
```
16
Properties=species:S:1:pos:R:3:lowdin_charge:R:1
C -0.12 1.62 -0.34 -0.04
C 0.75 0.30 -0.45 -0.42
C 1.03 -0.24 0.91 -0.15
C -0.27 -0.66 1.60 -0.14
N -1.29 -1.14 0.99 -0.01
C -1.19 -1.27 -0.36 -0.86
I -2.75 -1.97 -1.44 0.89
C 0.01 -0.75 -1.19 -0.65
Cl 0.34 -1.20 -2.82 0.64
H -1.16 1.49 0.04 0.09
H -0.32 2.09 -1.35 0.10
H 0.45 2.28 0.26 0.05
H 1.54 0.56 -0.98 0.07
H 1.55 0.51 1.63 0.15
H 1.80 -1.02 0.75 0.13
H -0.37 -0.61 2.75 0.14
```

Summary:
- SMILES string = C[C@H]1CC=NC(I)=C1Cl
- DFT total energy (a.u.) = -1045.3727
- HOMO energy (hartree) = -0.291
- 2S+1 = 1

5.
The following is a quantum chemistry calculation of a structure of composition C57H50Cl4N5ORbSi, from OMol25.

Geometry as XYZ:
```
119
Properties=species:S:1:pos:R:3:lowdin_charge:R:1
Rb 0.05 0.19 -0.27 0.62
C 3.91 6.08 3.90 -0.12
C 3.11 6.20 2.78 -0.10
C 2.52 5.08 2.21 -0.03
C 2.72 3.81 2.77 -0.21
C 3.52 3.71 3.91 -0.03
C 4.11 4.83 4.47 -0.10
C 2.14 2.58 2.16 -0.11
C 2.79 2.06 1.02 -0.30
C 3.88 2.72 0.31 -0.02
C 4.22 1.90 -0.70 -0.02
C 3.37 0.71 -0.58 -0.27
C 3.53 -0.46 -1.35 -0.07
C 4.61 -0.43 -2.37 -0.21
C 4.30 -0.43 -3.73 -0.02
C 5.30 -0.39 -4.69 -0.09
C 6.64 -0.36 -4.30 -0.12
C 6.96 -0.38 -2.95 -0.10
C 5.96 -0.41 -2.00 -0.04
C 2.89 -1.69 -1.15 -0.26
N 1.83 -1.92 -0.36 0.05
C 1.69 -3.26 -0.24 -0.28
C 0.74 -3.91 0.57 -0.11
C 0.81 -5.40 0.63 -0.21
C 1.59 -6.00 1.61 -0.02
C 1.71 -7.38 1.70 -0.10
C 1.04 -8.19 0.80 -0.12
C 0.25 -7.61 -0.19 -0.10
C 0.14 -6.23 -0.27 -0.03
C -0.17 -3.27 1.43 -0.27
C -1.16 -3.96 2.25 -0.02
C -1.78 -3.01 2.99 -0.02
C -1.14 -1.74 2.64 -0.26
N -0.23 -1.94 1.67 0.08
C -1.35 -0.55 3.36 -0.07
C -0.57 0.62 3.29 -0.26
C -0.65 1.71 4.26 -0.02
C 0.36 2.56 3.97 -0.02
C 1.03 2.00 2.80 -0.27
N 0.43 0.86 2.42 0.06
C -2.40 -0.58 4.42 -0.21
C -3.69 -0.12 4.17 -0.01
C -4.65 -0.13 5.16 -0.09
C -4.34 -0.58 6.44 -0.12
C -3.05 -1.04 6.70 -0.10
C -2.09 -1.05 5.70 -0.04
C 2.69 -3.94 -1.07 -0.02
C 3.42 -2.96 -1.64 -0.01
N 2.52 0.88 0.45 0.01
H 4.38 6.96 4.33 0.09
H 2.94 7.18 2.33 0.09
H 1.90 5.17 1.33 0.10
H 3.67 2.73 4.35 0.12
H 4.73 4.73 5.35 0.09
H 4.29 3.69 0.55 0.10
H 4.98 2.06 -1.45 0.10
H 3.26 -0.46 -4.01 0.10
H 5.05 -0.37 -5.74 0.09
H 7.42 -0.33 -5.05 0.09
H 8.00 -0.38 -2.65 0.09
H 6.20 -0.42 -0.94 0.12
H 2.12 -5.35 2.31 0.12
H 2.33 -7.82 2.47 0.09
H 1.14 -9.27 0.85 0.09
H -0.28 -8.23 -0.90 0.09
H -0.46 -5.79 -1.06 0.10
H -1.35 -5.03 2.25 0.10
H -2.56 -3.13 3.72 0.10
H -1.38 1.79 5.06 0.10
H 0.63 3.47 4.48 0.10
H -3.93 0.24 3.17 0.10
H -5.65 0.22 4.95 0.10
H -5.09 -0.58 7.22 0.09
H -2.79 -1.40 7.69 0.09
H -1.09 -1.42 5.89 0.12
H 2.81 -5.01 -1.16 0.10
H 4.28 -3.07 -2.30 0.10
Cl -1.41 -3.86 -3.54 0.51
C -1.41 -3.31 -1.85 -1.00
Cl -2.19 -1.75 -1.66 0.57
H -0.38 -3.21 -1.53 0.00
H -1.95 -4.04 -1.27 0.02
Cl -0.47 2.60 -3.13 0.61
C -1.08 3.42 -1.70 -1.02
Cl 0.18 3.49 -0.46 0.57
H -1.90 2.81 -1.29 -0.09
H -1.38 4.43 -1.97 0.03
C -1.57 0.96 -6.03 -0.08
N -0.37 0.44 -5.43 -0.22
C 0.89 0.99 -5.90 -0.06
C -0.41 -0.33 -4.31 -0.41
O 0.56 -0.68 -3.67 0.00
H -1.59 0.73 -7.10 0.08
H -1.62 2.05 -5.91 0.07
H -2.45 0.53 -5.56 0.09
H 0.93 0.92 -6.99 0.08
H 1.69 0.41 -5.46 0.07
H 0.99 2.03 -5.59 0.07
H -1.43 -0.63 -4.04 0.09
C -4.62 -0.11 0.33 -0.30
Si -3.59 1.46 -0.17 0.57
C -3.87 2.64 1.33 -0.28
C -4.73 2.19 -1.53 -0.32
C -5.03 3.56 -1.63 -0.13
C -5.67 4.10 -2.73 -0.13
C -6.04 3.29 -3.80 -0.14
C -5.75 1.93 -3.74 -0.13
C -5.10 1.41 -2.63 -0.13
H -5.54 0.14 0.88 0.01
H -4.04 -0.79 0.95 -0.01
H -4.92 -0.66 -0.57 -0.02
H -4.90 2.65 1.70 0.01
H -3.59 3.67 1.09 0.00
H -3.22 2.34 2.16 -0.01
H -4.76 4.22 -0.80 0.08
H -5.89 5.17 -2.77 0.08
H -6.56 3.71 -4.66 0.08
H -6.02 1.29 -4.57 0.09
H -4.86 0.35 -2.62 0.08
```

Summary:
- net charge = -2
- DFT total energy (a.u.) = -4705.4882
- HOMO energy (hartree) = -0.038
- 2S+1 = 1

6.
The following is a quantum chemistry calculation of a structure of composition C12H7MnN2O4S, from OMol25.

Geometry as XYZ:
```
27
Properties=species:S:1:pos:R:3:lowdin_charge:R:1
Mn 0.08 0.51 1.61 0.89
O 0.88 1.81 -5.11 -0.02
C 0.59 2.66 -4.26 -0.69
O 0.39 3.88 -4.31 -0.01
C 0.46 2.07 -2.82 -0.05
C 0.60 0.71 -2.61 0.03
C 0.46 0.20 -1.34 -0.08
N 0.20 1.00 -0.29 -0.03
C 0.09 2.34 -0.48 -0.16
C 0.20 2.91 -1.73 0.09
C -0.16 3.10 0.79 -0.50
O -0.40 4.26 0.86 0.17
O -0.12 2.28 1.87 -0.17
H 0.81 0.08 -3.47 0.13
H 0.54 -0.86 -1.12 0.11
H 0.10 3.97 -1.89 0.14
S 1.46 -0.46 3.17 0.70
C 0.48 -1.80 2.61 -0.71
C 0.34 -3.04 3.21 -0.06
C -0.58 -3.92 2.67 -0.03
C -1.35 -3.56 1.56 -0.04
C -1.18 -2.30 1.03 -0.10
N -0.27 -1.46 1.53 -0.11
H 0.93 -3.29 4.08 0.12
H -0.71 -4.90 3.11 0.12
H -2.07 -4.24 1.14 0.11
H -1.75 -1.95 0.18 0.13
```

Summary:
- DFT total energy (a.u.) = -2421.1745
- HOMO energy (alpha / beta) (hartree) = -0.301 / -0.301
- 2S+1 = 5